C3H5BrS | the ωB97M-V functional and the def2-TZVPD basis

**ΔE to the lowest compared entry with this formula, charge and spin**: 234.9 kJ/mol
**E_tot**: -3089.39954 a.u.
**LUMO (alpha / beta)**: -0.0383 / -0.0383 Eh
**Net charge**: 0

Structure (XYZ):
```
10
Properties=species:S:1:pos:R:3:forces:R:3:nbo_charge:R:1
C 1.370804 -0.195958 0.002321 3.3 -2.2 1.5 -0.264
C 0.220462 0.019479 0.766797 -4.7 -3.2 -1.3 -0.417
C -1.210721 -0.320363 -0.696543 1.1 0.7 2.5 -0.443
S 2.328145 -1.530608 0.423300 -1.1 1.6 -1.2 -0.022
Br -2.949615 -0.242458 0.110884 -0.1 0.2 0.3 0.015
H 1.785120 0.547637 -0.641481 0.0 0.4 -0.7 0.208
H -0.028543 -0.937734 1.374229 0.4 2.1 -0.6 0.240
H -0.095308 0.955694 1.159866 0.0 0.7 0.1 0.238
H -1.222121 0.464676 -1.469703 0.6 -0.9 0.2 0.224
H -1.084667 -1.390154 -0.849601 0.5 0.5 -0.8 0.222
```
Forces are in eV/Å.